Record 1
Density functional theory data (ωB97M-V/def2-TZVPD) for 2 unconnected molecules or ions with the total composition C6H12N.

**Strongest force on any atom**: 5.1 eV/A
**Relative energy (zero: lowest compared OMol25 entry of this formula, charge and spin)**: 4.574 eV
**Net charge**: +1
**E**: -7895.4873 eV
**Gap between HOMO and LUMO**: 10.383 eV
**Highest occupied orbital energy**: -14.605 eV

Last columns: bonded neighbours and bond lengths (Å).
Atoms and positions in Å:
1 C 0.061 -0.383 -0.072  C4 1.462, N7 1.293
2 C -2.249 0.416 0.542  C3 1.488, N7 1.358, H8 1.162, H9 1.112
3 C -2.437 -1.060 0.533  C2 1.488, N7 1.445, H10 1.001, H11 1.146
4 C 0.811 -1.630 -0.210  C1 1.462, H12 1.054, H13 1.153, H14 1.042
5 C 2.284 1.360 -0.763  C6 1.463, H15 1.038, H16 1.011, H17 1.119
6 C 1.153 1.408 0.164  C5 1.463, H18 1.073, H19 1.097
7 N -1.199 -0.384 0.220  C1 1.293, C2 1.358, C3 1.445
8 H -2.642 0.969 -0.401  C2 1.162
9 H -2.405 0.921 1.520  C2 1.112
10 H -2.577 -1.482 1.430  C3 1.001
11 H -2.992 -1.647 -0.280  C3 1.146
12 H 0.339 -2.240 -0.928  C4 1.054
13 H 0.567 -2.315 0.685  C4 1.153
14 H 1.812 -1.389 -0.372  C4 1.042
15 H 2.895 0.528 -0.653  C5 1.038
16 H 2.860 2.129 -0.445  C5 1.011
17 H 1.920 1.308 -1.820  C5 1.119
18 H 1.453 1.534 1.185  C6 1.073
19 H 0.344 1.956 -0.334  C6 1.097


Record 2
Density functional theory data (ωB97M-V/def2-TZVPD) for 2 unconnected molecules or ions with the total composition C10H11F3O.

**Strongest force on any atom**: 3.7 eV/A
**E**: -20744.2574 eV
**Gap between HOMO and LUMO (alpha / beta)**: 7.370 / 7.727 eV
**Highest occupied orbital energy (alpha / beta)**: -7.011 / -7.661 eV

Last columns: bonded neighbours and bond lengths (Å).
Atoms and positions in Å:
1 C -3.085 -1.577 0.289  C2 1.401, C3 1.406, H15 1.104
2 C -2.348 -1.068 1.366  C1 1.401, C4 1.394, H16 1.136
3 C -3.162 -0.859 -0.918  C1 1.406, C5 1.382, H17 1.095
4 C -1.473 -0.004 1.151  C2 1.394, C6 1.387, H18 1.142
5 C -2.356 0.248 -1.103  C3 1.382, C6 1.399, H19 1.013
6 C -1.516 0.663 -0.064  C4 1.387, C5 1.399, C9 1.448
7 C 3.244 -0.662 -0.523  C10 1.567, H20 1.057, H21 1.084, H22 1.051
8 C 1.491 2.721 0.060  O11 1.299, H23 1.054, H24 1.126
9 C -0.564 1.705 -0.388  C6 1.448, O11 1.300, F12 1.385
10 C 2.162 -1.248 0.446  C7 1.567, F13 1.320, F14 1.369, H25 1.067
11 O 0.419 2.063 0.383  C8 1.299, C9 1.300
12 F -0.512 2.185 -1.686  C9 1.385
13 F 1.792 -0.369 1.359  C10 1.320
14 F 2.698 -2.291 1.154  C10 1.369
15 H -3.592 -2.553 0.184  C1 1.104
16 H -2.123 -1.657 2.311  C2 1.136
17 H -3.710 -1.423 -1.679  C3 1.095
18 H -0.667 0.301 1.900  C4 1.142
19 H -2.175 0.637 -2.020  C5 1.013
20 H 3.734 0.107 0.011  C7 1.057
21 H 2.686 -0.213 -1.337  C7 1.084
22 H 3.900 -1.416 -0.846  C7 1.051
23 H 2.176 3.032 0.799  C8 1.054
24 H 1.712 3.321 -0.867  C8 1.126
25 H 1.269 -1.643 0.015  C10 1.067